Density functional theory data (the ωB97M-V functional and the def2-TZVPD basis) for a molecular structure, C44H49HfNP2.

Values from the calculation:
Kohn-Sham gap: 6.7535 eV
HOMO level: -13.13 eV
Energy relative to the best compared isomer or geometry (same formula, charge and spin): 0.000 eV
Max |F|: 3.19 eV/A
Electronic energy: -67781.202 eV
Charge: +2

Each line ends with the Mulliken charge.
Cartesian coordinates (Å):
Hf -0.01565 -0.43612 0.01853  0.93
C 5.76228 0.11372 -4.04140  -0.38
C 5.99429 0.73547 -2.87711  -0.16
C 6.54620 2.13064 -2.74137  -0.72
C 6.02582 3.15418 -3.76309  -1.12
C 4.54572 3.04498 -4.06505  -0.02
C 4.02299 2.30980 -5.05194  -0.51
C 4.80569 1.45066 -6.00676  -0.94
C 6.02164 0.71599 -5.39905  -1.03
C -1.72108 0.75485 0.68799  -1.71
H 5.47847 -0.94139 -4.07227  0.44
H 5.96886 0.16028 -1.94870  0.52
H 7.64734 2.08494 -2.83012  0.41
H 6.34484 2.51733 -1.73011  0.25
H 6.21008 4.16685 -3.36234  0.47
H 6.60873 3.09390 -4.69472  0.33
H 3.92472 3.74356 -3.48905  0.70
H 2.98907 2.46711 -5.36593  0.63
H 5.15577 2.08293 -6.84537  0.32
H 4.13497 0.70062 -6.45984  0.36
H 6.29319 -0.09941 -6.09121  0.49
H 6.88823 1.39317 -5.37888  0.32
H -2.67309 0.30940 0.32888  0.38
H -1.67576 1.77951 0.28875  0.56
H -1.80141 0.83284 1.78783  0.53
P 2.55615 -0.37819 -0.01326  1.97
P 0.39178 1.62051 -1.58531  0.74
C 3.08340 0.98104 -1.08688  0.20
C 2.19341 1.82944 -1.66450  -1.24
C 3.52392 -0.30184 1.52741  0.18
C 4.84422 0.15581 1.44843  -0.42
C 5.62874 0.22476 2.60186  -0.71
C 5.09226 -0.16668 3.83541  -0.61
C 3.75989 -0.59250 3.92717  -0.66
C 2.96175 -0.62055 2.78066  -0.48
C 3.05336 -1.92856 -0.89690  0.46
C 2.48421 -2.18600 -2.16348  -0.55
C 2.63842 -3.44106 -2.75489  -0.84
C 3.42764 -4.41475 -2.13165  -0.73
C 4.03688 -4.14208 -0.90204  -0.70
C 3.82963 -2.91675 -0.27253  -0.53
C -0.20160 3.31550 -1.15473  0.26
C 0.02318 3.78709 0.15447  -0.13
C -0.43038 5.04775 0.53772  -0.73
C -1.09412 5.86274 -0.38745  -0.56
C -1.34724 5.39265 -1.68417  -0.67
C -0.92416 4.11219 -2.05800  -0.58
C -0.22714 1.35272 -3.29335  0.11
C -1.48512 0.75727 -3.52001  -0.70
C -1.93038 0.53682 -4.82830  -0.57
C -1.11276 0.89519 -5.90930  -0.74
C 0.15945 1.43259 -5.68809  -0.11
C 0.60946 1.63220 -4.37960  0.22
H 4.15483 1.04446 -1.33720  -0.36
H 2.52246 2.72746 -2.20812  0.66
H 5.24342 0.46467 0.48145  0.25
H 6.65751 0.58241 2.51953  0.46
H 5.72007 -0.13728 4.72516  0.40
H 3.35067 -0.90378 4.89269  0.44
H 1.90409 -0.88299 2.84337  0.32
H 1.88358 -1.42320 -2.66863  0.58
H 2.15359 -3.65410 -3.70968  0.51
H 3.56875 -5.38101 -2.61724  0.44
H 4.67542 -4.89735 -0.43890  0.45
H 4.26923 -2.71527 0.70923  0.46
H 0.54590 3.15026 0.87179  0.36
H -0.25693 5.40313 1.55577  0.41
H -1.41230 6.86324 -0.10150  0.41
H -1.86652 6.02552 -2.40813  0.42
H -1.15087 3.73064 -3.05724  0.43
H -2.10562 0.44618 -2.67483  0.49
H -2.91080 0.08276 -4.99629  0.47
H -1.46903 0.73919 -6.93079  0.40
H 0.80683 1.69561 -6.52604  0.49
H 1.61692 1.98404 -4.19018  -0.39
C 0.51087 -2.98479 1.73846  -0.74
N -0.47209 -1.85557 1.73369  -0.04
C -0.62393 -1.29205 3.11052  -1.15
C -1.79176 -2.45369 1.32992  -1.44
C -1.74042 -2.86782 -0.11074  0.60
C -2.39149 -4.04343 -0.48479  -0.80
C -2.25997 -4.49578 -1.79992  -0.79
C -1.54324 -3.73398 -2.72912  -0.95
C -0.96177 -2.50727 -2.35979  0.31
C -0.99115 -2.08523 -1.02467  0.33
H 1.20101 -2.85729 2.57603  0.57
H 1.06350 -3.04549 0.78736  0.18
H -0.06119 -3.92008 1.88038  0.38
H -0.67555 -0.19751 3.08477  0.35
H -1.56302 -1.67982 3.54273  0.33
H 0.20613 -1.61769 3.74365  0.62
H -1.95725 -3.33211 1.97638  0.82
H -2.60422 -1.74514 1.54161  0.45
H -2.97850 -4.58761 0.26676  0.46
H -2.72996 -5.43684 -2.09708  0.40
H -1.45488 -4.08638 -3.75804  0.50
H -0.49130 -1.86603 -3.11055  0.60

Density functional theory data (the ωB97M-V functional and the def2-TZVPD basis) for a molecular structure, C25H20NO8S2Sn.

Values from the calculation:
Kohn-Sham gap: 7.5934 eV
HOMO level: -6.16 eV
Energy relative to the best compared isomer or geometry (same formula, charge and spin): 0.901 eV
Max |F|: 2.37 eV/A
Electronic energy: -71625.508 eV
Charge: -1

Each line ends with the natural charge from an NBO analysis.
Cartesian coordinates (Å):
Sn -1.24046 1.35935 -1.45552  1.49
O -3.00002 1.98667 4.83012  -0.65
C -2.65802 1.62290 3.58615  0.34
C -3.49717 1.01233 2.65553  -0.32
C -3.04263 0.74444 1.39709  0.12
N -1.79863 1.04743 1.00954  -0.50
C -0.97671 1.60777 1.89024  0.13
C -1.37974 1.94681 3.16169  -0.28
C 0.43452 1.86793 1.35773  0.76
O 1.29898 2.18350 2.20324  -0.71
O 0.57747 1.68328 0.10532  -0.79
C -3.98731 0.26674 0.25715  0.76
O -5.17810 0.23990 0.48932  -0.65
O -3.34829 0.02805 -0.86689  -0.85
H -3.95886 1.90664 4.85805  0.48
H -4.51289 0.71340 2.83958  0.24
H -0.66037 2.42760 3.76850  0.25
O -0.96540 -1.13208 -0.42033  -0.75
C -0.41657 -2.00882 -1.39802  0.07
C -0.51211 -1.34754 -2.78858  0.79
O -0.56200 -1.94391 -3.83818  -0.62
O -0.51218 -0.06335 -2.74423  -0.88
C -1.19087 -3.30118 -1.38576  -0.06
C -2.44715 -3.36051 -1.92999  -0.12
C -3.20848 -4.54870 -1.91732  -0.23
C -2.67284 -5.68466 -1.33123  -0.21
C -1.46408 -5.58967 -0.66249  -0.23
C -0.74390 -4.41401 -0.67512  -0.19
C 1.07757 -2.14796 -1.04280  0.06
C 1.65916 -1.51916 0.05958  -0.23
C 3.02459 -1.47304 0.23047  -0.20
C 3.88672 -2.12276 -0.68522  -0.22
C 3.28795 -2.76905 -1.75571  -0.22
C 1.91302 -2.73598 -1.97924  -0.23
H -1.93244 -1.12133 -0.46210  0.52
H -2.94812 -2.45763 -2.33901  0.22
H -4.21040 -4.64498 -2.29379  0.21
H -3.24463 -6.61391 -1.37135  0.20
H -1.07636 -6.38757 -0.10627  0.20
H 0.18961 -4.34225 -0.12830  0.22
H 0.96552 -1.11025 0.80298  0.24
H 3.34158 -0.99591 1.13902  0.21
H 4.96524 -2.07882 -0.48753  0.21
H 3.88292 -3.34688 -2.43426  0.20
H 1.46844 -3.12986 -2.87299  0.23
C 3.66610 3.62841 0.68989  -0.69
C 3.01619 4.16935 -0.58068  -0.10
S 3.35427 3.66825 -2.09637  0.08
C 2.12299 5.34127 -0.29451  -0.13
C 2.72204 6.50955 0.50568  -0.68
S 0.54322 5.40409 -0.65397  0.09
H 4.16443 2.69589 0.51249  0.24
H 2.89093 3.58589 1.47244  0.27
H 4.38774 4.35141 1.00745  0.21
H 3.74340 6.74338 0.31287  0.21
H 2.60047 6.22495 1.54933  0.24
H 2.16172 7.42459 0.30631  0.24

Density functional theory data (the ωB97M-V functional and the def2-TZVPD basis) for 2 unconnected molecules or ions with the total composition C9H13F3NOS.

Values from the calculation:
Kohn-Sham gap (spin up / spin down): 8.4983 / 6.0918 eV
HOMO level (spin up / spin down): -14.56 / -12.83 eV
Energy relative to the best compared isomer or geometry (same formula, charge and spin): 2.760 eV
Max |F|: 4.51 eV/A
Electronic energy: -32056.146 eV
Charge: +1

Each line ends with the natural charge from an NBO analysis.
Cartesian coordinates (Å):
C -0.33533 -0.80060 0.32580  -0.21
C -1.46291 1.26716 0.31192  -0.38
C -1.46578 -0.10578 0.49816  -0.11
C 1.02390 -0.29368 0.21069  0.36
C 1.97672 -2.05939 1.48205  -0.59
C 2.02278 -2.06355 -1.14232  -0.59
C -0.01307 3.10766 -1.22225  -0.65
C 2.13741 -1.25718 0.22383  -0.30
C -2.76674 -0.91007 0.25508  0.98
N 1.23433 1.01375 -0.00312  -0.60
O -2.27231 3.63680 0.11609  -0.46
F -3.92737 -0.30987 0.77821  -0.33
F -3.04957 -0.91574 -1.11578  -0.33
F -2.77951 -2.12963 0.63618  -0.27
S 0.03009 2.08150 0.38805  1.08
H -0.54132 -1.92949 0.35493  0.27
H -2.35268 1.87701 0.07889  0.30
H 2.34259 -1.30745 2.22132  0.22
H 2.55138 -2.98988 1.50355  0.25
H 0.98179 -2.11637 1.71145  0.20
H 2.03449 -3.19036 -0.94768  0.24
H 2.81906 -1.72445 -1.92783  0.24
H 1.11935 -1.81905 -1.57725  0.20
H -0.18078 2.44086 -2.03153  0.25
H 0.98319 3.52396 -1.19562  0.25
H -0.77704 3.86965 -1.04992  0.28
H 3.15131 -0.80366 0.12010  0.25
H -2.48396 3.90784 0.99700  0.45